{"formula": "C38H107N7O12", "method": "ωB97M-V/def2-TZVPD", "species": ["C", "C", "O", "H", "H", "H", "H", "H", "H", "C", "C", "O", "H", "H", "H", "H", "H", "H", "C", "C", "O", "H", "H", "H", "H", "H", "H", "C", "C", "O", "H", "H", "H", "H", "H", "H", "C", "C", "O", "H", "H", "H", "H", "H", "H", "C", "C", "C", "O", "C", "N", "H", "H", "H", "H", "H", "H", "H", "H", "H", "H", "H", "C", "C", "C", "O", "C", "N", "H", "H", "H", "H", "H", "H", "H", "H", "H", "H", "H", "C", "C", "C", "O", "C", "N", "H", "H", "H", "H", "H", "H", "H", "H", "H", "H", "H", "C", "C", "C", "O", "C", "N", "H", "H", "H", "H", "H", "H", "H", "H", "H", "H", "H", "C", "C", "C", "O", "C", "N", "H", "H", "H", "H", "H", "H", "H", "H", "H", "H", "H", "C", "C", "C", "O", "C", "N", "H", "H", "H", "H", "H", "H", "H", "H", "H", "H", "H", "C", "C", "C", "O", "C", "N", "H", "H", "H", "H", "H", "H", "H", "H", "H", "H", "H"], "positions_angstrom": [[2.86863, -7.69093, 9.10323], [3.16035, -9.21086, 9.21500], [3.29418, -9.69043, 7.92213], [3.54492, -7.11451, 8.47198], [2.61679, -7.31794, 10.09598], [1.94092, -7.68096, 8.53107], [2.38011, -9.63584, 9.84644], [4.10970, -9.30644, 9.74198], [3.86947, -10.45360, 7.83148], [7.71535, -7.62836, 7.35803], [6.55433, -8.22625, 8.33323], [6.90697, -7.70670, 9.58746], [8.52332, -8.34324, 7.20240], [8.23317, -6.69515, 7.57956], [7.16682, -7.46731, 6.42998], [6.59248, -9.27157, 8.63974], [5.52268, -7.92749, 8.14740], [6.63544, -6.79229, 9.69581], [5.61424, -13.21837, 10.26524], [5.88272, -12.61667, 8.92174], [4.71206, -12.39657, 8.26327], [5.86554, -14.27519, 10.17533], [4.65732, -13.08698, 10.77035], [6.36121, -12.87930, 10.98298], [6.44422, -13.29376, 8.27802], [6.40681, -11.66427, 9.00152], [4.99153, -12.63372, 7.37599], [5.89322, -11.13392, 17.97462], [6.65328, -11.13310, 16.69127], [7.69075, -11.97098, 16.87847], [5.54819, -12.10069, 18.34127], [4.99504, -10.53901, 17.80895], [6.54648, -10.78687, 18.77518], [7.03808, -10.12452, 16.54030], [6.02831, -11.35817, 15.82705], [8.36311, -11.74869, 16.23031], [6.75091, -5.16047, 16.87633], [6.81018, -3.60403, 16.84699], [5.64755, -3.19088, 17.44636], [7.79448, -5.43367, 17.03264], [6.51237, -5.65005, 15.93213], [6.18703, -5.51467, 17.73927], [6.90505, -3.22396, 15.82982], [7.61322, -3.36227, 17.54324], [5.63740, -2.23487, 17.53321], [4.81613, -9.95816, 20.73206], [3.93967, -8.69141, 20.90535], [3.14794, -8.47674, 19.65155], [4.07135, -8.06526, 18.66330], [3.43280, -7.74022, 17.48002], [2.97758, -8.99982, 21.92996], [5.69940, -9.61857, 20.19113], [4.28066, -10.81299, 20.31897], [5.10609, -10.23063, 21.74684], [4.50283, -7.78226, 21.11605], [2.30210, -7.79588, 19.74690], [2.93875, -9.50576, 19.35924], [3.11804, -8.60141, 16.89064], [4.08243, -7.21941, 16.77656], [2.54852, -7.13237, 17.67146], [2.73305, -9.92905, 21.61879], [2.15647, -8.43856, 21.75426], [14.24710, -8.84732, 17.79299], [14.19440, -7.39156, 17.29979], [12.81985, -6.68026, 17.47975], [11.56705, -7.32120, 16.98021], [11.37212, -7.00438, 15.52667], [15.23172, -6.68769, 17.99753], [15.15722, -9.42059, 17.61646], [13.47497, -9.51460, 17.41003], [14.05996, -8.83332, 18.86671], [14.55856, -7.49112, 16.27726], [12.91362, -5.66848, 17.08527], [12.75366, -6.50154, 18.55296], [10.29379, -6.98691, 15.36859], [11.71201, -7.83311, 14.90555], [11.68101, -6.00987, 15.20476], [15.50651, -5.92629, 17.39349], [16.03810, -7.29157, 17.92553], [0.12521, -7.46146, 13.47737], [-1.03484, -7.08461, 12.59510], [-1.59898, -8.13242, 11.67284], [-0.43673, -8.69846, 10.94516], [-0.76511, -9.55638, 9.86893], [-2.00239, -6.65156, 13.65939], [0.64273, -6.75201, 14.12307], [0.96032, -7.54466, 12.78183], [0.02658, -8.51492, 13.73929], [-0.74644, -6.21848, 11.99950], [-2.32987, -7.68426, 10.99975], [-2.21384, -8.91173, 12.12308], [-1.73621, -10.04324, 9.95860], [-0.14291, -10.44764, 9.95040], [-0.77432, -8.87936, 9.01473], [-2.83267, -6.32450, 13.18636], [-1.61037, -5.79209, 14.01679], [9.45596, -14.45855, 10.90101], [10.15972, -13.60934, 9.80507], [10.29216, -12.07504, 10.27227], [10.46852, -11.33133, 9.10284], [10.65684, -9.91826, 9.34941], [11.42855, -14.16703, 9.34295], [8.60623, -14.04455, 11.44383], [10.15249, -14.63430, 11.72080], [9.10633, -15.43701, 10.57165], [9.59071, -13.59703, 8.87546], [11.08165, -11.99002, 11.01897], [9.35570, -11.92441, 10.80935], [11.58347, -9.77196, 9.90443], [9.83861, -9.37048, 9.81691], [10.91219, -9.61581, 8.33382], [11.83390, -13.48602, 8.71683], [12.10345, -14.09430, 10.09084], [10.53357, -13.21133, 15.01037], [11.08671, -11.86076, 15.26317], [12.30571, -11.49502, 14.36367], [13.22204, -12.50450, 14.16950], [14.25982, -12.64761, 15.18849], [9.95216, -10.93402, 15.15579], [11.26491, -14.00533, 15.16135], [10.29059, -13.41238, 13.96699], [9.59877, -13.44747, 15.51878], [11.32001, -11.80189, 16.32628], [12.86973, -10.63222, 14.71802], [11.91560, -11.21286, 13.38577], [14.50368, -13.70894, 15.14139], [13.82044, -12.35199, 16.14119], [15.12845, -12.03199, 14.95483], [10.22821, -9.98208, 15.34996], [9.64645, -11.02534, 14.19750], [8.56506, -2.79477, 10.26159], [7.56990, -3.88062, 9.95682], [7.10348, -4.42649, 11.37262], [5.98734, -5.30054, 11.10631], [5.36207, -5.81465, 12.25310], [6.50186, -3.18107, 9.24773], [9.59726, -3.07923, 10.46593], [8.23989, -2.04720, 10.98513], [8.85112, -2.24728, 9.36353], [7.93188, -4.66517, 9.29233], [6.73955, -3.59660, 11.97837], [7.85688, -5.04138, 11.86497], [4.52784, -6.39354, 11.85681], [4.90382, -4.97356, 12.77338], [5.89195, -6.37262, 13.02511], [6.31644, -2.26522, 9.63106], [5.75312, -3.79327, 9.53875], [7.86280, -8.09233, 13.74119], [7.14730, -9.39542, 13.30603], [5.64982, -9.18018, 12.78886], [4.79852, -8.77623, 13.94809], [3.40702, -8.74133, 13.60873], [7.92443, -10.00538, 12.21936], [8.82411, -8.44653, 14.11338], [7.27586, -7.53709, 14.47283], [7.98434, -7.34609, 12.95604], [7.07070, -10.02487, 14.19261], [5.27195, -10.14129, 12.44020], [5.51285, -8.52213, 11.93078], [3.13982, -9.70746, 13.18058], [3.30354, -7.99500, 12.82109], [2.77441, -8.50088, 14.46319], [7.58104, -10.95063, 12.12622], [7.82179, -9.50824, 11.34620]], "forces_ev_per_a": [[-1.27, -1.39, -0.36], [1.31, 1.94, 0.58], [-0.58, -0.22, -1.22], [0.44, -0.06, 0.61], [0.39, 0.46, -0.09], [-0.32, 0.30, 0.03], [-0.22, -0.46, -0.29], [0.20, -0.30, 0.33], [-0.01, -0.32, 0.59], [-2.07, -1.74, -0.78], [2.35, 1.72, 0.72], [0.05, 0.41, 2.29], [-0.23, -0.25, -0.08], [-0.72, 0.11, 0.88], [0.54, -0.02, -0.52], [0.08, -0.49, -1.51], [0.17, -0.14, -0.88], [-0.15, 0.26, 0.09], [1.44, -1.00, 1.09], [1.23, 0.38, 1.10], [-2.08, 0.32, -2.07], [-0.59, -0.27, 0.27], [-0.18, 0.19, -0.70], [0.12, 0.25, 0.10], [0.75, -0.08, 0.53], [0.48, 0.06, 0.15], [-1.10, 0.28, -0.52], [-0.90, 0.14, 0.22], [-1.11, 1.20, 0.43], [1.99, -2.07, -0.19], [0.10, -0.40, -0.54], [0.05, 0.41, 0.60], [-0.22, 0.42, -0.20], [-0.15, 0.50, -0.16], [-0.26, -0.31, -0.22], [0.71, 0.06, -0.20], [1.50, 0.67, -0.40], [0.32, -2.17, 0.46], [-2.12, 1.03, 0.52], [0.09, -0.47, 0.17], [-0.66, 0.16, 0.11], [-0.17, 0.04, -0.28], [0.43, 0.15, 0.00], [0.61, 0.47, -0.60], [-0.03, 0.08, 0.01], [0.56, 1.90, 1.17], [-0.09, -0.41, -0.41], [1.93, -0.86, -1.05], [0.27, 0.83, -0.02], [-0.30, 0.21, -1.19], [-0.19, -0.31, 0.61], [-0.13, -0.73, -0.16], [0.05, 0.25, -0.40], [0.28, -0.14, 0.02], [0.30, -0.16, 0.25], [-0.13, 0.00, -0.05], [-1.48, -0.04, -0.11], [-0.26, -0.58, 0.22], [0.33, 0.29, 0.42], [-0.14, 0.23, -0.08], [-0.76, -0.47, 0.72], [-0.34, 0.15, 0.36], [-1.26, -0.30, 0.83], [-0.44, -2.26, -1.17], [-0.19, -0.56, -0.12], [2.23, 1.68, -1.48], [-1.10, -0.85, 1.67], [0.53, 0.90, 0.34], [0.43, 0.62, -0.12], [-0.35, 0.38, -0.36], [0.19, -0.08, 0.24], [-0.88, 0.36, -0.78], [-0.14, 0.05, -0.44], [-0.52, -0.47, 0.15], [-0.18, -0.10, 0.29], [0.63, 0.25, -0.03], [0.70, -0.16, 0.28], [0.02, 0.64, 0.18], [0.30, -0.15, 0.46], [2.38, -1.64, -2.72], [-0.43, 1.51, 2.44], [1.21, -0.79, -0.93], [-1.58, 0.48, 1.57], [-0.66, 0.23, 0.76], [-0.72, 0.01, -1.36], [-1.31, 0.07, 0.79], [0.36, -0.34, -0.51], [-0.10, 0.30, 1.14], [0.03, 0.02, -0.36], [0.26, 0.43, -0.53], [0.53, -0.36, 0.67], [-0.60, 0.47, 0.18], [0.81, 0.49, -0.84], [0.38, -0.96, -0.74], [-0.65, 0.03, 0.01], [0.13, 0.07, 0.41], [0.72, -0.17, 0.13], [-0.27, 1.25, 0.46], [-1.01, -2.97, -0.39], [-0.29, 1.03, 1.07], [1.17, -1.13, -1.24], [0.38, 0.01, 0.61], [-0.16, 0.70, -0.57], [0.37, -0.20, -0.04], [0.30, 0.00, -0.34], [-0.63, 0.23, 0.23], [0.49, 0.23, -0.11], [-0.27, 0.86, -0.15], [-0.04, 0.01, 0.47], [-0.24, -0.29, -0.16], [-0.46, 0.82, 0.11], [-0.24, 0.10, -0.71], [0.13, -0.48, 0.64], [0.06, -1.95, -1.05], [-0.07, 0.85, 1.02], [-0.62, 0.60, 0.38], [1.35, -1.32, 0.10], [-1.58, 0.02, -1.00], [0.25, -0.26, -0.43], [0.05, 0.03, 0.55], [-0.08, 0.58, -0.52], [0.27, 0.23, 0.50], [0.63, -0.13, 0.11], [-0.38, 0.55, 0.42], [-0.15, -0.08, -0.23], [0.22, 0.18, 0.37], [0.31, -0.21, 0.25], [0.00, 0.07, -0.05], [-0.01, 0.22, -0.11], [-0.39, 0.63, -0.39], [2.32, 0.46, -0.96], [0.23, 1.53, 1.87], [-0.74, -0.93, -2.00], [1.17, -0.12, -0.15], [-1.63, 0.79, 0.01], [-0.57, -1.53, 0.17], [-0.12, -0.70, 1.00], [-0.19, -0.27, 0.13], [-0.83, 0.28, -0.46], [0.23, -0.14, 0.33], [0.24, 0.15, 0.22], [0.37, 0.38, 0.16], [0.11, -0.29, 0.24], [-0.15, 0.22, 0.32], [0.69, -0.18, -0.58], [0.10, 0.08, 0.26], [-1.27, 0.38, -0.66], [-0.76, -0.51, -0.09], [-1.48, 2.00, -1.41], [-0.26, -0.28, 2.31], [0.78, -0.16, -0.92], [1.27, -0.11, -0.76], [0.09, -0.59, 1.22], [0.08, 0.56, 0.17], [0.14, -0.40, 0.54], [0.29, -0.43, -0.52], [0.19, -0.30, -0.28], [0.01, -0.41, 0.07], [0.40, 0.51, 0.13], [-0.38, -0.16, 0.07], [-0.51, 0.17, -0.05], [0.35, -0.02, 0.06], [0.09, -0.17, -0.50], [-0.21, 0.18, -0.12]], "total_charge": 0, "e_above_lowest_kj_mol": 657.47, "smiles": "COC[C@H](C)N.COC[C@H](C)N.COC[C@H](C)N.COC[C@H](C)N.COC[C@H](C)N.COC[C@H](C)N.COC[C@H](C)N.CCO.CCO.CCO.CCO.CCO", "homo_energy_ev": -9.220}